Record 1
25
Properties=species:S:1:pos:R:3 method="wB97M-V/def2-TZVPD" energy_ev=-27968.125 total_charge=-1 gap_ev=9.00
C 1.443 0.044 -1.753
H -0.716 2.692 -1.384
H -1.364 0.776 -3.468
S 0.217 0.646 2.286
H -2.430 1.724 0.517
O 0.820 -2.473 2.955
C -0.855 0.961 -2.479
H 2.039 1.111 1.075
H -2.766 0.348 -0.552
H 0.555 -1.491 -0.390
C -1.584 1.886 -1.517
H -1.162 0.447 0.048
H 1.867 -2.024 -1.534
C 0.333 0.519 -2.216
C -1.944 1.121 -0.228
H 2.435 0.580 -1.847
N 1.085 1.371 1.192
O 0.944 0.080 3.457
H -2.397 2.536 -1.971
O -0.401 -1.188 1.624
H 2.292 -1.138 -0.070
C -0.233 -2.332 2.120
O -0.881 -3.344 1.907
C 1.506 -1.199 -0.885
H 1.199 -1.651 3.112


Record 2
26
Properties=species:S:1:pos:R:3 method="wB97M-V/def2-TZVPD" energy_ev=-38804.692 total_charge=-1 gap_ev=8.58
H -3.732 -1.797 0.069
H 0.787 1.791 -1.816
C 0.823 0.303 0.572
H -3.446 -2.067 1.783
C 2.024 1.187 0.452
H -1.959 2.593 -0.323
C -1.392 -0.288 -0.385
C -2.960 -1.846 0.751
N 3.080 0.755 1.235
O 2.303 -0.878 -1.297
C -0.439 0.865 -0.401
H 3.194 -0.266 1.526
H 3.964 1.272 0.848
H -1.251 -1.044 -1.221
O 2.113 2.222 -0.200
C -2.201 -0.586 0.609
H -2.060 0.250 1.277
S 1.542 -1.232 -0.084
H 0.343 0.123 -2.127
H -2.275 -2.654 0.346
C 0.017 1.133 -1.804
O 0.461 -2.172 -0.344
H -0.704 1.503 -2.471
H 0.415 0.105 1.493
S -1.045 2.402 0.494
O 2.397 -1.672 1.018


Record 3
24
Properties=species:S:1:pos:R:3 method="wB97M-V/def2-TZVPD" energy_ev=-41945.963 gap_ev="6.73 / 6.73"
C 1.032 2.489 0.327
H -2.228 -1.945 0.086
H 0.313 2.534 -0.560
H 1.998 -2.066 -0.582
C -0.748 0.906 1.078
C 1.534 0.154 -0.043
H 1.446 -1.708 1.037
H 0.993 0.419 -1.103
H 2.662 0.194 -0.021
C 1.272 -1.354 0.044
H -1.100 1.719 1.816
H 1.974 2.589 -0.280
H -1.178 0.009 1.331
H 0.239 -1.502 -0.320
S -0.255 -1.199 -3.216
C -1.228 -1.217 -2.025
S -1.743 0.984 -0.434
O -3.302 -2.864 -1.437
P -2.690 -1.348 -1.147
C 0.771 1.089 0.969
H -3.606 -3.216 -2.201
C 1.200 1.047 2.317
N 1.727 1.003 3.325
H 0.917 3.283 1.037


Record 4
20
Properties=species:S:1:pos:R:3 method="wB97M-V/def2-TZVPD" energy_ev=-9499.027 total_charge=-1 gap_ev="4.04 / 6.91" multiplicity=2
C -0.771 -0.274 1.568
H 2.251 -2.373 -1.537
H 0.213 2.461 -1.163
C 0.233 0.779 1.067
C 1.792 -1.393 -1.652
H 1.462 1.556 -2.091
C 0.695 1.501 -1.325
H -1.441 -0.119 -1.061
C -2.066 -0.221 0.782
H 1.669 -1.170 0.458
H -2.877 -0.782 1.258
H -0.300 1.738 1.111
H 1.115 0.893 1.704
H 1.657 -1.084 -2.678
H -1.019 -0.105 2.630
C 0.726 0.504 -0.338
H -0.328 -1.269 1.584
O -2.001 -0.720 -0.545
C 1.430 -0.741 -0.516
H -2.439 0.819 0.742


Record 5
20
Properties=species:S:1:pos:R:3 method="wB97M-V/def2-TZVPD" energy_ev=-9495.510 total_charge=-1 gap_ev="6.80 / 6.45" multiplicity=2
H -1.673 1.260 -0.511
C 1.560 -0.494 1.143
C -1.591 0.156 -2.782
C 0.421 -0.273 1.939
O 1.795 0.852 -0.967
H -2.333 0.976 -2.653
H 0.033 -0.969 2.759
C -1.221 -0.488 0.882
H -1.333 -0.147 -3.786
H 2.113 -1.377 1.592
H -1.936 -0.190 1.587
H 0.265 0.814 2.377
C -1.142 -0.455 -1.666
H 2.260 1.570 0.881
H -1.039 -1.574 1.090
C -1.033 0.224 -0.369
H -0.042 0.680 -0.349
H -0.690 -1.424 -1.708
C 2.295 0.611 0.242
H 3.291 0.247 0.299


Record 6
20
Properties=species:S:1:pos:R:3 method="wB97M-V/def2-TZVPD" energy_ev=-9496.701 gap_ev="6.83 / 6.83"
H 0.449 1.391 1.840
H -0.926 -1.026 -2.227
H -1.970 -2.040 -1.086
H -1.191 -0.118 2.042
H -2.684 -0.621 1.243
C -1.117 0.899 -0.575
H 1.028 -0.867 0.777
H 1.502 0.893 -1.700
O -0.978 1.929 -1.092
H 2.166 1.253 1.499
C -1.003 -0.421 -0.100
C 1.657 -0.018 -1.113
H 1.303 -0.880 -1.686
C 1.177 1.290 1.029
C -1.600 -0.747 1.253
C -1.262 -1.235 -1.223
C 0.950 0.053 0.202
H 2.737 -0.137 -0.971
H -1.380 -1.794 1.464
H 1.143 2.195 0.422


Record 7
20
Properties=species:S:1:pos:R:3 method="wB97M-V/def2-TZVPD" energy_ev=-9498.531 gap_ev=9.32
C 0.431 1.350 -0.435
H -1.663 -1.132 0.856
C 1.032 -0.907 0.266
H -2.037 1.728 1.020
H 1.975 -0.659 -0.188
H 1.977 -0.342 2.394
O -2.255 0.726 1.072
C -1.259 -0.153 1.048
H -0.806 0.341 -2.448
H 0.714 -1.974 0.118
H 1.170 1.646 -1.218
C -0.065 -0.041 -0.417
H -0.447 0.159 3.103
H 0.937 1.630 0.487
H -1.365 -1.140 -1.809
C 1.041 -0.476 1.685
H -0.480 1.979 -0.529
C -0.465 -0.536 -1.757
H 0.443 -1.190 -2.143
C -0.222 -0.164 2.112


Record 8
20
Properties=species:S:1:pos:R:3 method="wB97M-V/def2-TZVPD" energy_ev=-9489.952 gap_ev=8.76
H -2.719 -1.835 1.128
H -3.168 0.788 1.360
H 0.368 2.086 0.892
C 2.255 0.683 0.355
H -1.679 -1.206 -0.891
O 2.294 -0.538 -0.285
C 0.173 -0.335 -0.111
H 2.894 1.383 -0.150
C -1.457 -0.273 -0.132
H 0.467 1.522 -0.782
H -2.758 1.756 -0.713
H -1.939 0.824 -1.861
H 2.466 0.600 1.403
C -2.447 0.577 -0.910
C 1.087 -1.171 -0.383
C -2.028 -0.500 1.270
H -0.736 -0.302 2.294
C 0.870 1.160 0.164
H -3.432 0.044 -0.947
H 1.159 -2.199 -0.973


Respective ΔE to the lowest compared entry with this formula, charge and spin values: 0.7663 0.0000 4.0340 0.5119 4.0294 4.1179 2.2875 10.8669 eV.